14
Properties=species:S:1:pos:R:3 method="wB97M-V/def2-TZVPD" energy_ev=-16592.0762 total_charge=+1 fmax_ev_per_a=7.1 lumo_energy_ev=-4.294 spin_multiplicity=1 relative_energy_ev=3.330 smiles=CCSC#C[NH3+]
C 2.15 0.29 -0.27
C 0.99 0.93 -0.14
C -2.64 -0.14 -0.36
C -1.53 0.54 0.62
N 3.47 0.14 0.30
S -0.46 1.62 -0.40
H -2.26 0.05 -1.41
H -2.80 -1.21 -0.10
H -3.51 0.38 -0.14
H -0.75 -0.20 0.88
H -1.88 1.27 1.32
H 4.09 0.25 -0.53
H 3.34 -0.67 0.86
H 3.62 0.99 0.86